Here is a 2-piece molecular cluster, C10H15N overall from OMol25. Energies are from ωB97M-V with the def2-TZVPD basis set.

* HOMO: -0.3492 Ha
* lowest unoccupied orbital energy: 0.821 eV
* SMILES: c1ccncc1.C1CCCC1
* F_max: 4.06 eV/A
* E: -12100.5864 eV
* charge: 0
* HOMO-LUMO gap: 10.32 eV

Atoms and positions in Å:
1 C -2.9949 -1.3857 -0.2924
2 C -1.8080 -0.9741 -0.8263
3 C -1.3774 0.3671 -0.6879
4 C -2.2555 1.2707 -0.0583
5 C -3.4483 0.7482 0.4893
6 C 1.2241 1.1654 0.0604
7 C 2.1871 0.4997 -0.9637
8 C 2.8880 -0.7171 -0.1954
9 C 2.0085 -0.8716 1.0765
10 C 0.5963 -0.0715 0.7504
11 H -3.3489 -2.3832 -0.2774
12 H -1.2511 -1.7258 -1.3460
13 H -0.3850 0.7000 -1.0121
14 H -2.0683 2.3031 0.0591
15 H -4.1530 1.4073 0.9791
16 H 1.8679 1.7036 0.8645
17 H 0.3889 1.8440 -0.2505
18 H 2.8415 1.2808 -1.3495
19 H 1.5769 -0.0124 -1.7965
20 H 3.9231 -0.3238 0.1532
21 H 3.0841 -1.7151 -0.7908
22 H 2.4862 -0.2952 1.8880
23 H 1.8897 -1.8748 1.3691
24 H 0.1546 0.1102 1.6605
25 H -0.2175 -0.5410 0.1420
26 N -3.8091 -0.5089 0.3548

In the natural (NBO) picture, each atom carries the following charge in e: 0.0269 -0.2841 -0.1790 -0.2787 0.0525 -0.4357 -0.4120 -0.4122 -0.4013 -0.4129 0.1991 0.2216 0.2466 0.2167 0.1901 0.2113 0.2128 0.2163 0.1945 0.2012 0.2165 0.1968 0.2077 0.2044 0.2304 -0.4296